#1
Computed, not measured: a single C4H5NOS molecule, with the ωB97M-V functional and the def2-TZVPD basis.

Last column: Mulliken charge in e.
Atoms and positions in Å:
C 1.28494 0.15567 -0.26770  0.134
C -0.91218 0.00702 0.78996  -0.091
C -1.11982 -0.71828 -0.49459  -0.395
C 0.28227 -0.86147 0.05542  -0.499
H 1.22621 2.10344 -0.30614  0.252
H -1.22482 -0.19366 1.98204  0.309
H -1.45361 0.13491 -1.44494  0.195
H -1.80566 -1.55567 -0.84801  0.313
H 0.53711 -1.75575 0.49630  0.470
N 0.75947 1.31445 -0.40773  -0.044
O -0.56719 1.41899 0.29871  -0.326
S 2.99329 -0.04966 0.14666  -0.317

The lowest unoccupied orbital energy comes out at -0.25 eV. As for the SMILES: S=C1NO[C@H]2C[C@@H]12. Its charge is 0. For the frontier orbital gap, the calculation gives 0.299 hartree.



#2
Computed, not measured: a single C4H5NOS molecule, with the ωB97M-V functional and the def2-TZVPD basis.

Last column: Mulliken charge in e.
Atoms and positions in Å:
C -0.52077 -0.06884 0.56217  -0.031
C -0.83179 1.05999 -0.16465  -0.543
C 0.83686 0.01402 -1.24555  -0.954
C 0.53613 -0.72489 -0.14000  0.911
H -0.48547 -0.12313 2.92434  0.154
H -1.59010 1.83564 0.00243  0.383
H -0.03193 1.84052 -1.94197  0.214
H 1.57651 -0.13676 -2.02838  0.374
H 0.66471 -2.22728 1.00111  0.306
N -0.00597 1.10425 -1.23048  0.028
O 1.14865 -1.89042 0.23502  -0.549
S -1.29683 -0.68309 2.02596  -0.294

The lowest unoccupied orbital energy comes out at 0.82 eV. As for the SMILES: Oc1c[nH]cc1S. Its charge is 0. For the frontier orbital gap, the calculation gives 0.332 hartree.



#3
Computed, not measured: a molecular structure, C4H5NOS, with the ωB97M-V functional and the def2-TZVPD basis.

Last column: Mulliken charge in e.
Atoms and positions in Å:
C 2.14611 0.59706 -1.27295  -0.185
C 2.47754 0.14607 0.88126  0.046
C 0.60478 0.84570 0.04830  0.088
C -1.89504 -0.12669 -0.13804  -0.787
N 1.23336 0.55472 1.12017  -0.432
O 2.96247 0.29664 -0.36340  -0.281
S -0.93351 1.43973 -0.43137  -0.104
H 2.13347 0.64574 -2.28686  0.440
H 3.12673 -0.37008 1.63310  0.375
H -1.20081 -0.93902 -0.22832  0.281
H -2.89407 -0.27644 -0.66737  0.312
H -2.34996 0.12947 0.84028  0.246

The lowest unoccupied orbital energy (spin up / spin down) comes out at 0.44 / 0.45 eV. Its charge is 0. For the frontier orbital gap (spin up / spin down), the calculation gives 0.296 / 0.296 hartree.



What is the most stable structure shown above? It is #2.